(1)
31
Properties=species:S:1:pos:R:3 method="wB97M-V/def2-TZVPD" total_charge=-1 gap_ha="0.241 / 0.249" energy_ha=-2211.9854 mol_weight_g_mol=490.5 multiplicity=2
Pt 0.398 -0.670 -0.381
C 3.473 -2.235 4.983
C 3.061 -3.004 3.747
O 1.794 -2.527 3.302
P 1.628 -2.013 1.767
S -0.312 -1.509 1.673
S 3.022 -0.725 1.306
O 1.887 -3.451 1.072
C 2.205 -3.598 -0.313
C 1.085 -4.350 -0.998
H 4.410 -2.624 5.390
H 2.706 -2.312 5.756
H 3.610 -1.183 4.734
H 2.956 -4.073 3.959
H 3.808 -2.882 2.959
H 3.143 -4.157 -0.366
H 2.374 -2.616 -0.764
H 0.932 -5.320 -0.522
H 1.317 -4.515 -2.053
H 0.158 -3.779 -0.923
S 1.201 1.269 -1.723
C 0.720 0.263 -3.002
C 0.756 0.499 -4.402
C 0.346 -0.493 -5.256
C -0.109 -1.730 -4.778
C -0.136 -1.890 -3.404
N 0.256 -0.929 -2.568
H 1.114 1.456 -4.757
H 0.379 -0.320 -6.327
H -0.431 -2.526 -5.432
H -0.482 -2.810 -2.949

=====

(2)
27
Properties=species:S:1:pos:R:3 method="wB97M-V/def2-TZVPD" total_charge=-1 gap_ha=0.285 energy_ha=-631.8210 mol_weight_g_mol=184.2
C 1.912 1.422 0.172
C 2.768 -1.124 0.048
C 0.536 1.868 -0.416
C 0.063 0.435 -0.623
C -0.150 -0.030 -2.027
C -2.307 0.385 0.352
C -0.326 -0.130 1.870
C -0.923 -1.739 0.080
C -0.804 -0.245 0.372
N 1.820 0.102 -0.107
O 2.218 -2.203 0.127
O 2.740 2.031 0.819
O 3.902 -0.721 -0.048
H 0.058 2.739 0.103
H 0.610 2.418 -1.342
H 0.182 -1.084 -2.139
H 0.551 0.521 -2.647
H -1.210 0.074 -2.141
H -2.991 0.107 1.118
H -2.928 0.399 -0.524
H -2.043 1.381 0.407
H 0.659 -0.524 1.933
H -0.316 0.885 2.175
H -1.109 -0.663 2.474
H -1.288 -2.301 0.871
H -0.003 -2.117 -0.194
H -1.621 -1.887 -0.713

=====

(3)
26
Properties=species:S:1:pos:R:3 method="wB97M-V/def2-TZVPD" total_charge=+1 gap_ha="0.214 / 0.241" energy_ha=-879.0095 mol_weight_g_mol=184.3 multiplicity=3
C 1.999 2.057 1.726
C 0.929 2.787 1.992
C 1.814 0.785 1.158
C 0.507 0.672 0.791
C -0.538 -1.310 1.503
C 2.996 -0.151 0.976
C -1.160 0.534 -1.780
C -2.191 -1.392 -0.933
C -0.203 -0.770 0.154
N -1.409 -0.252 -0.485
O 0.081 -2.229 1.919
S -0.534 2.001 1.411
H 2.856 2.611 2.072
H 0.850 3.681 2.432
H -1.354 -0.867 2.141
H 2.592 -1.014 0.397
H 3.946 0.364 0.470
H 3.288 -0.617 1.998
H -0.257 -0.039 -2.293
H -2.039 0.440 -2.247
H -0.948 1.534 -1.422
H -3.227 -1.301 -1.064
H -1.891 -1.842 -1.879
H -1.973 -2.095 -0.245
H 0.490 -1.170 -0.578
H -2.070 0.305 0.126

=====

(4)
24
Properties=species:S:1:pos:R:3 method="wB97M-V/def2-TZVPD" total_charge=-1 gap_ha="0.114 / 0.255" energy_ha=-426.4746 mol_weight_g_mol=138.2 multiplicity=2
C -0.949 -0.486 -3.503
C -0.957 0.596 -2.439
H -0.256 -0.338 -4.315
H -0.549 -1.418 -3.010
H -1.902 -0.558 -4.041
H -0.830 0.222 -1.429
H -1.932 1.137 -2.391
H -0.099 1.207 -2.671
C -0.610 2.184 1.053
C 2.061 -0.577 1.659
C 1.375 0.634 1.210
C 1.261 -1.640 1.938
C 0.037 0.831 1.289
C -0.173 -1.469 1.850
C -0.785 -0.212 1.870
O 1.579 -2.984 1.928
H 3.090 -0.598 1.352
H 2.093 1.377 0.894
H 2.587 -2.954 2.083
H -0.699 -2.408 1.750
H -1.183 2.222 0.080
H 0.010 3.090 0.893
H -1.883 -0.193 2.044
H -1.287 2.335 1.908

=====

(5)
24
Properties=species:S:1:pos:R:3 method="wB97M-V/def2-TZVPD" gap_ha=0.356 energy_ha=-426.5373 mol_weight_g_mol=138.2 smiles=Cc1ccc(O)cc1.CC
C -0.831 1.117 2.552
C 0.015 0.914 1.315
C 0.015 1.834 0.278
C 1.022 1.767 -0.668
C 1.832 0.646 -0.717
O 2.571 0.576 -1.907
C 1.776 -0.398 0.204
C 0.817 -0.200 1.205
H -1.114 2.167 2.721
H -0.180 0.958 3.410
H -1.680 0.455 2.651
H -0.715 2.640 0.351
H 1.189 2.578 -1.365
H 3.505 0.740 -1.792
H 2.404 -1.244 0.000
H 0.845 -1.010 1.947
C -1.218 -2.289 -1.678
C -1.708 -1.093 -0.871
H -2.074 -2.800 -2.127
H -0.523 -2.078 -2.508
H -0.620 -3.036 -1.161
H -1.437 -1.097 0.190
H -2.775 -0.919 -0.844
H -1.117 -0.227 -1.187

=====

(6)
24
Properties=species:S:1:pos:R:3 method="wB97M-V/def2-TZVPD" gap_ha=0.338 energy_ha=-426.5496 mol_weight_g_mol=138.2 smiles=Cc1ccc(O)cc1.CC
C 0.465 -1.305 3.040
C 0.405 -1.220 1.543
C 1.532 -1.401 0.760
C 1.464 -1.742 -0.595
C 0.239 -1.660 -1.247
O 0.012 -2.167 -2.497
C -0.867 -1.261 -0.509
C -0.782 -0.972 0.840
H -0.481 -1.020 3.503
H 1.257 -0.663 3.419
H 0.644 -2.327 3.372
H 2.521 -1.445 1.207
H 2.349 -2.202 -1.017
H 0.822 -2.556 -2.837
H -1.803 -1.082 -1.027
H -1.642 -0.540 1.331
C -0.734 2.172 -1.137
C -0.765 3.713 -1.224
H -1.107 1.843 -0.160
H -1.416 1.689 -1.829
H 0.306 1.848 -1.146
H -1.668 4.040 -1.753
H 0.049 4.128 -1.811
H -0.799 4.128 -0.224